[1]
Formula: C4H5INO4S
Source: the Open Molecules 2025 dataset
Level of theory: the ωB97M-V functional and the def2-TZVPD basis

```
16
Properties=species:S:1:pos:R:3:forces:R:3
C 0.689 -1.340 -2.395 -4.70 2.04 2.63
S -0.647 -1.526 -1.102 1.77 1.78 -2.34
O -1.949 -1.679 -1.659 -1.26 -0.55 -0.63
I -0.587 -3.495 0.417 0.18 -0.49 0.37
N -0.701 -0.257 -0.106 1.40 -1.53 0.14
C 0.421 -0.103 0.656 0.40 0.92 0.46
O 1.421 -0.788 0.745 0.08 -0.93 -0.46
C 0.388 1.150 1.500 1.40 -0.85 3.06
C -0.221 2.353 0.872 -0.48 1.51 0.48
O 0.157 3.468 1.147 0.38 0.33 0.10
O -1.253 2.147 0.089 0.26 -1.21 -0.03
H 0.815 -2.305 -2.658 0.92 -3.32 -1.26
H 1.410 -0.916 -1.793 2.23 0.70 1.02
H -0.269 0.833 2.457 1.43 0.96 -1.96
H 1.514 1.362 1.863 -2.85 -0.40 -0.79
H -1.189 1.097 -0.032 -1.16 1.03 -0.78
```
Positions in Å, forces in eV/Å.

Properties
* net charge: -1
* SMILES string: C=[S@@]([O-])(I)=NC(=O)CC(=O)O
* HOMO level (alpha / beta): -5.07 / -5.07 eV
* energy relative to the best compared isomer or geometry (same formula, charge and spin): 32.6 kcal per mole
* multiplicity: 1
* HOMO-LUMO gap (alpha / beta): 7.290 / 7.292 eV

[2]
Formula: C4H5INS
Source: the Open Molecules 2025 dataset
Level of theory: the ωB97M-V functional and the def2-TZVPD basis

```
12
Properties=species:S:1:pos:R:3:forces:R:3
C 0.699 -0.753 -0.016 1.40 0.06 -0.40
C -0.251 -1.785 -0.026 -0.51 -0.24 0.21
C -2.499 -0.275 -0.496 -0.19 0.26 0.80
C 1.329 1.567 0.129 1.02 0.73 -0.18
N 0.503 0.462 0.314 -2.67 -0.61 0.26
S -1.950 -1.696 0.125 0.14 0.44 -0.19
I -4.190 0.703 0.002 0.73 -0.44 -0.35
H 1.696 -1.103 -0.327 -0.07 0.08 -0.01
H 0.090 -2.809 -0.041 -0.02 -0.14 -0.10
H 1.739 1.861 1.106 -0.02 -0.04 -0.16
H 2.141 1.421 -0.592 0.02 0.01 0.11
H 0.695 2.408 -0.178 0.16 -0.10 0.00
```
Positions in Å, forces in eV/Å.

Properties
* net charge: +1
* HOMO level (alpha / beta): -13.63 / -13.11 eV
* energy relative to the best compared isomer or geometry (same formula, charge and spin): 98.5 kcal per mole
* multiplicity: 1
* HOMO-LUMO gap (alpha / beta): 6.870 / 6.195 eV

[3]
Formula: C4H5IO2
Source: the Open Molecules 2025 dataset
Level of theory: the ωB97M-V functional and the def2-TZVPD basis

```
12
Properties=species:S:1:pos:R:3:forces:R:3
C 0.704 0.137 -0.095 -0.01 -0.24 -0.16
C -0.556 -0.415 -0.681 -3.06 0.17 2.46
O -0.652 -1.847 -0.739 0.55 -0.41 -0.39
C -1.717 -2.022 0.074 -0.60 0.32 0.45
O -2.251 -3.041 0.360 0.11 -0.07 -0.15
C -1.949 -0.570 0.486 2.73 0.52 -2.53
I -3.749 0.396 -0.033 0.20 -0.26 0.09
H 1.081 -0.530 0.677 0.02 0.02 0.11
H 0.504 1.116 0.337 0.03 0.07 -0.01
H 1.471 0.248 -0.861 0.09 -0.01 -0.02
H -0.891 0.042 -1.612 0.02 -0.07 0.07
H -1.657 -0.331 1.501 -0.06 -0.03 0.08
```
Positions in Å, forces in eV/Å.

Properties
* net charge: 0
* SMILES string: C[C@H]1OC(=O)[C@@H]1I
* HOMO level: -9.70 eV
* energy relative to the best compared isomer or geometry (same formula, charge and spin): 11.6 kcal per mole
* multiplicity: 1
* HOMO-LUMO gap: 9.867 eV

[4]
Formula: C4H5IO6S
Source: the Open Molecules 2025 dataset
Level of theory: the ωB97M-V functional and the def2-TZVPD basis

```
17
Properties=species:S:1:pos:R:3:forces:R:3
C 0.408 1.638 -0.563 1.39 -0.03 0.93
S -1.140 1.387 -1.541 -0.79 6.24 -5.12
O -0.771 1.664 -2.992 -0.53 -2.20 4.29
O -2.123 2.446 -1.119 2.20 -3.97 0.41
O -1.746 -0.187 -1.506 2.29 -0.05 2.28
C -1.453 -0.863 -0.285 -3.23 -1.31 3.64
O -2.368 -1.012 0.570 4.09 0.74 -3.70
O -0.160 -1.402 -0.085 -2.23 2.12 -0.56
C 0.200 -1.442 1.321 1.26 -1.01 0.80
C 1.817 -1.241 1.362 0.66 3.15 1.98
O 2.370 -0.303 1.970 -2.33 -3.97 -2.57
I 2.959 -2.789 0.290 -0.60 0.79 0.51
H 1.265 0.932 -0.862 -1.69 0.81 0.35
H 0.233 1.624 0.569 0.00 -0.23 -1.66
H 0.788 2.703 -0.808 -1.22 -1.69 0.00
H -0.306 -0.642 1.964 0.72 -1.19 -1.12
H 0.026 -2.513 1.714 0.02 1.81 -0.47
```
Positions in Å, forces in eV/Å.

Properties
* net charge: 0
* SMILES string: CS(=O)(=O)OC(=O)OCC(=O)I
* HOMO level: -10.64 eV
* energy relative to the best compared isomer or geometry (same formula, charge and spin): 56.0 kcal per mole
* multiplicity: 1
* HOMO-LUMO gap: 9.914 eV

[5]
Formula: C4H5KMgO2
Source: the Open Molecules 2025 dataset
Level of theory: the ωB97M-V functional and the def2-TZVPD basis

```
13
Properties=species:S:1:pos:R:3:forces:R:3
H -0.696 0.181 -0.920 -1.48 0.13 1.47
C -0.962 -0.836 0.145 2.69 0.14 -1.51
C -1.529 -0.884 1.544 -0.94 0.91 -0.21
C -0.592 0.058 2.305 -0.35 1.24 -0.06
C 0.616 0.245 1.441 0.43 -0.63 0.55
O 0.492 -0.621 0.470 0.46 1.00 -0.65
O -1.122 -1.779 -0.709 -1.11 -2.30 -1.78
Mg -0.951 -1.580 -2.611 -0.18 0.03 2.31
K 1.790 2.387 -0.926 0.15 0.02 0.47
H -1.475 -1.924 1.893 0.11 0.07 -0.45
H -2.584 -0.587 1.558 0.27 -0.04 0.18
H -0.198 -0.214 3.295 -0.22 -0.40 -0.20
H -1.070 1.031 2.510 0.19 -0.18 -0.11
```
Positions in Å, forces in eV/Å.

Properties
* net charge: +2
* HOMO level: -15.06 eV
* energy relative to the best compared isomer or geometry (same formula, charge and spin): 2.9 kcal per mole
* multiplicity: 1
* HOMO-LUMO gap: 4.041 eV

[6]
Formula: C4H5LiMnO2
Source: the Open Molecules 2025 dataset
Level of theory: the ωB97M-V functional and the def2-TZVPD basis

```
13
Properties=species:S:1:pos:R:3:forces:R:3
H 1.178 2.318 -0.418 -1.05 1.75 -1.18
C 0.699 0.238 0.466 -2.93 -0.96 2.60
C 0.266 -1.188 0.568 1.00 -0.89 0.10
C -0.942 -1.319 -0.362 -0.75 0.02 0.12
C -0.994 -0.142 -1.277 1.25 -0.37 0.21
O 0.136 0.508 -1.053 0.20 0.75 0.56
O 0.713 1.039 1.357 0.97 -0.69 -2.42
Li 0.847 3.001 1.404 0.34 0.02 0.02
Mn -0.236 2.345 -1.754 1.03 0.26 0.40
H 0.045 -1.444 1.613 0.06 0.31 -0.30
H 1.124 -1.810 0.278 -0.27 -0.09 -0.14
H -1.907 -1.328 0.173 0.26 -0.25 -0.06
H -0.927 -2.220 -0.993 -0.11 0.14 0.10
```
Positions in Å, forces in eV/Å.

Properties
* net charge: +2
* HOMO level (alpha / beta): -17.78 / -18.16 eV
* energy relative to the best compared isomer or geometry (same formula, charge and spin): 37.9 kcal per mole
* multiplicity: 6
* HOMO-LUMO gap (alpha / beta): 8.190 / 8.417 eV